Record 1
Entry from OMol25: a single C2H2N4O2 molecule (ωB97M-V/def2-TZVPD).

```
10
Properties=species:S:1:pos:R:3
O 1.12435 -1.17849 0.09297
O -2.32979 0.57635 0.76632
N 2.10923 -0.18891 0.54814
N 0.55300 1.02303 -0.61188
N 1.68430 1.18942 -0.04004
N -1.06711 -0.81185 -0.33536
C -2.21474 -0.10049 -0.22606
C 0.03428 -0.34342 -0.32377
H -3.25616 -0.29434 -0.67944
H 3.02657 -0.70691 0.17825
```

Results
ΔE to the lowest compared entry with this formula, charge and spin	613.44	kJ/mol
energy	-12156.38943	eV
HOMO-LUMO gap	9.2134	eV
HOMO level	-10.24	eV

---

Record 2
Entry from OMol25: a molecular structure, C7H6CoN2O4 (ωB97M-V/def2-TZVPD).

```
20
Properties=species:S:1:pos:R:3
Co -0.36590 -1.04407 -1.56045
O 0.11447 1.02918 -3.45490
O -1.40722 -2.65484 -3.83696
O 5.18406 -1.02693 -3.17151
O 0.93849 -3.41562 -0.67197
N 0.03886 -0.13019 -0.19630
N -0.60552 0.99092 1.82102
C -0.33935 0.40016 0.77566
C 4.24698 -0.82212 -2.56688
C -0.14503 0.46149 -2.47269
C 0.31299 0.98413 2.86855
C -1.94644 1.56990 1.72314
C -0.98890 -2.04157 -2.97685
C 0.38091 -2.39591 -0.68669
H 0.51385 -0.02560 3.13175
H -2.78572 0.73861 1.53265
H 1.19065 1.49268 2.54778
H -2.04123 2.37543 0.88433
H -2.04303 2.00659 2.73836
H -0.25292 1.50777 3.57193
```

Results
⟨S²⟩	3.798
ΔE to the lowest compared entry with this formula, charge and spin	285.35	kJ/mol
energy	-56129.04466	eV
HOMO-LUMO gap (spin up / spin down)	7.9757 / 6.5382	eV
2S+1	4
total charge	+2
HOMO level (spin up / spin down)	-17.48 / -18.45	eV

---

Record 3
Entry from OMol25: a single C4H8N2O molecule (ωB97M-V/def2-TZVPD).

```
15
Properties=species:S:1:pos:R:3
O -1.43110 -1.67770 0.71990
N 1.56086 1.54154 1.94396
N 0.33507 1.98686 -0.98358
C 0.83371 1.19342 1.11492
C -0.05722 0.93702 -0.03592
C 0.14048 -0.46581 -0.63512
C -0.07811 -1.64880 0.30232
H -0.16211 1.93443 -1.86511
H 0.14219 2.89525 -0.57035
H -1.09744 1.00618 0.32136
H -1.54874 -2.44856 1.29038
H 1.15387 -0.52897 -1.04618
H 0.60227 -1.59113 1.16659
H -0.56925 -0.57066 -1.46518
H 0.17552 -2.56306 -0.25798
```

Results
ΔE to the lowest compared entry with this formula, charge and spin	158.65	kJ/mol
energy	-9304.74894	eV
HOMO-LUMO gap	10.8506	eV
HOMO level	-10.09	eV

---

Record 4
Entry from OMol25: a molecular structure, C34H40HfN4O3P2 (ωB97M-V/def2-TZVPD).

```
84
Properties=species:S:1:pos:R:3
Hf -0.06205 -1.92634 -2.85662
P -2.17668 -0.41656 -5.85049
P 1.50030 -1.25871 -5.75403
O -1.15845 -1.82410 -1.02986
O 0.82835 -0.89388 -0.75984
O 1.19875 1.04780 1.40286
N 1.97654 -2.46358 -7.00409
N -1.99870 1.24993 -6.55586
N -3.68968 -0.77689 -7.01130
N 2.97142 -0.11930 -6.41668
C 2.45147 -3.74328 -6.68740
C -5.37509 -2.18252 -7.66312
C 2.89365 -4.36300 -7.86535
C 0.07695 0.38388 1.84559
C -4.24367 -2.04778 -6.85054
C -1.62910 3.75901 -1.73349
C 4.96266 0.98483 -6.47724
C -0.32596 -1.11046 -0.27094
C 4.24454 1.30433 -7.66914
C 0.35717 -0.38468 -6.88855
C -0.32000 0.67811 3.17687
C -0.58304 -0.70203 1.12792
C -1.99078 1.54319 -7.94469
C -1.27358 -0.12603 3.83895
C -2.39138 2.87998 -8.10368
C -2.25076 2.42998 -1.79095
C 2.12186 -2.28459 -8.39108
C 3.03888 0.60562 -7.60225
C -2.50147 3.46749 -6.79256
C -1.37305 -1.56840 1.87013
C -4.48155 -0.11120 -7.94741
C -5.52861 -0.94218 -8.36298
C -0.96595 -1.14575 -7.00693
C 0.78734 0.81017 -3.02827
C -1.73609 -1.25990 3.17849
C 4.16392 0.09753 -5.74061
C 0.79539 2.92053 -1.69065
C 1.34196 1.77651 -2.01191
C 2.68457 -3.42626 -8.94016
C -2.23562 2.46044 -5.84942
C -0.18290 3.90137 -2.29339
C 0.60343 -3.85575 -2.26552
C -0.63221 1.16016 -3.39662
C -1.82956 1.36280 -2.50555
H -6.31922 -0.69545 -9.08003
H 0.80770 -4.03166 -1.20454
H 5.93337 1.34944 -6.18260
H -1.32558 -1.14742 -8.05589
H -2.25216 2.49188 -4.73385
H -4.28766 0.89952 -8.29217
H 1.81235 -1.37251 -8.90458
H 0.22651 0.59945 -6.43188
H 4.34481 -0.38383 -4.79134
H -0.12163 -4.65025 -2.56473
H -6.00462 -3.06614 -7.72252
H -3.17247 2.33940 -1.23524
H 0.11324 4.89994 -1.93240
H -0.18092 3.98077 -3.39126
H -3.80364 -2.74651 -6.15988
H -0.83800 -2.20008 -6.70340
H 1.03346 -0.23701 -2.61223
H 0.14212 1.50335 3.73131
H 1.35568 3.45493 -0.90859
H -2.28383 4.46090 -2.27425
H 4.54540 1.95526 -8.47754
H -2.67217 3.36555 -9.03154
H -2.78418 4.48811 -6.58349
H 2.93167 -3.56886 -9.99481
H 2.25701 0.61632 -8.34532
H 1.54079 0.57849 0.62190
H -0.39892 2.09672 -3.90007
H 3.32739 -5.35047 -7.94782
H -1.70847 -2.48541 1.39643
H -2.52106 0.50781 -2.62859
H -1.72010 0.83961 -8.72152
H 0.69033 -0.17335 -7.91482
H 1.53066 -4.02200 -2.83684
H 1.37844 0.94494 -3.98268
H -2.41067 -1.93827 3.68577
H -1.65078 0.14802 4.83987
H -1.63665 4.13080 -0.69978
H -1.00045 0.42543 -4.17256
H 2.41256 -4.07919 -5.65679
H 2.27714 1.42300 -1.51096
```

Results
energy	-67871.22177	eV
HOMO-LUMO gap	3.3464	eV
total charge	+2
HOMO level	-12.46	eV

---

Record 5
Entry from OMol25: 2 unconnected molecules or ions with the total composition C9H14S (ωB97M-V/def2-TZVPD).

```
24
Properties=species:S:1:pos:R:3
S -1.91696 3.17709 0.84698
C 1.91623 -0.27185 0.85023
C -0.27440 -1.27128 -2.03282
C -0.70515 1.92505 1.32977
C 1.81647 -1.34920 1.71534
C 0.43545 -2.47968 0.09666
C 1.28831 -0.29456 -0.38873
C -2.07106 2.63836 -0.88575
C 0.46623 -1.37630 -0.73409
C 1.02880 -2.46006 1.34966
H -0.82353 -2.11435 -2.46160
H 2.29853 -1.39197 2.68219
H -0.02279 -3.39497 -0.24794
H -2.94600 2.00694 -1.06560
H -1.17020 0.94004 1.40675
H -1.03857 -0.49642 -1.93690
H -0.36974 2.10486 2.35358
H -2.27841 3.39006 -1.64399
H 0.87507 -3.17765 2.14245
H 0.10752 1.86081 0.62637
H 1.39448 0.60348 -0.98671
H 0.42333 -1.03031 -2.84318
H 2.76588 0.37882 1.04771
H -1.19950 2.08308 -1.22038
```

Results
ΔE to the lowest compared entry with this formula, charge and spin	68.27	kJ/mol
energy	-20394.57842	eV
HOMO-LUMO gap	9.3076	eV
HOMO level	-8.41	eV

---

Record 6
Entry from OMol25: a single C4H7F2NO molecule (ωB97M-V/def2-TZVPD).

```
15
Properties=species:S:1:pos:R:3
F 0.06476 -2.21178 1.77806
F 1.34371 -0.83184 -1.21553
O 0.79971 1.86550 -0.26163
N -1.23861 0.26014 -1.29862
C -0.59932 -0.03515 -0.02935
C 0.83607 -1.99529 0.69559
C -0.16999 1.28319 0.59531
C 0.54076 -1.00188 -0.13858
H -1.05384 1.91635 0.69878
H -1.35158 -0.48799 0.64238
H 1.67220 -2.69334 0.59356
H -0.57775 0.70571 -1.89281
H 0.97180 2.76450 0.02451
H 0.25211 1.09129 1.58209
H -1.49002 -0.62939 -1.77376
```

Results
ΔE to the lowest compared entry with this formula, charge and spin	133.03	kJ/mol
energy	-13232.86692	eV
HOMO-LUMO gap	10.2190	eV
HOMO level	-9.40	eV